ORCA calculation (ωB97M-V with the def2-TZVPD basis set) on C17H37IrN4O2PSe2 as an isolated structure at a distorted geometry.

Last column: Mulliken charge in e.
Positions of all 64 atoms, in Å:
Ir1 -0.01351 0.83388 0.10579  1.56
C1 3.63813 0.72761 1.20131  -0.94
Se1 1.97266 1.27216 2.02656  0.14
C2 2.10816 3.24004 1.92862  -0.90
C3 2.05613 3.83550 0.53903  -0.68
Se2 0.39858 3.45351 -0.46786  0.07
C4 1.15148 3.68406 -2.24414  -0.94
H1 4.46012 1.14305 1.77949  0.44
H2 3.68562 1.05000 0.16656  0.21
H3 3.68197 -0.35898 1.24996  0.35
H4 3.06455 3.49471 2.39459  0.47
H5 1.30865 3.63038 2.56366  0.43
H6 2.88864 3.49653 -0.08161  0.41
H7 2.11920 4.92656 0.61636  0.52
H8 1.67052 4.64267 -2.25735  0.42
H9 0.34658 3.71073 -2.97620  0.35
H10 1.84498 2.88080 -2.48793  0.29
C5 -3.55637 -0.48011 4.07230  -0.83
N1 -2.12701 -0.49702 4.31922  0.30
C6 -1.63396 -1.86291 4.37217  -0.85
N2 -1.91736 -2.52838 3.11349  0.24
C7 -3.34416 -2.51591 2.84536  -0.84
N3 -3.78663 -1.13533 2.80041  0.43
C8 -3.35451 -0.40271 1.66590  -0.95
P1 -1.45923 -0.22606 1.65240  1.06
C9 -1.38458 0.35913 3.46149  -1.00
C10 -1.12438 -2.06422 2.02972  -1.05
H11 -3.92452 0.54736 4.05454  0.37
H12 -4.07064 -1.02798 4.86352  0.31
H13 -2.13579 -2.39514 5.18532  0.30
H14 -0.55634 -1.86080 4.55463  0.37
H15 -3.87323 -3.04009 3.64588  0.30
H16 -3.54883 -3.01146 1.89411  0.37
H17 -3.79745 0.59708 1.67293  0.48
H18 -3.65620 -0.91306 0.74646  0.42
H19 -1.78446 1.37610 3.51347  0.43
H20 -0.33540 0.38197 3.77304  0.53
H21 -0.06162 -2.17453 2.26868  0.45
H22 -1.34611 -2.64859 1.13029  0.50
O1 1.27008 -0.36668 -1.27492  -1.21
C11 1.26954 -1.48726 -1.81998  0.10
C12 0.06753 -2.10490 -2.46513  -0.42
C13 0.43732 -2.18582 -3.97673  -0.84
C14 1.49406 -1.15574 -4.45295  -0.33
C15 2.97469 -1.54027 -4.26662  -0.76
C16 3.44880 -1.47210 -2.79927  -0.57
N4 2.41642 -2.15506 -2.04219  -0.05
H23 -0.80137 -1.47183 -2.28760  0.07
H24 -0.14337 -3.09591 -2.06622  0.44
H25 -0.47415 -2.02764 -4.55481  0.42
H26 0.78630 -3.19167 -4.21622  0.36
H27 1.29991 -0.18047 -3.99577  0.10
H28 1.33998 -1.02554 -5.52463  0.46
H29 3.59627 -0.86657 -4.85802  0.39
H30 3.14040 -2.54701 -4.65533  0.31
H31 3.52698 -0.44064 -2.45006  0.19
H32 4.40429 -1.97927 -2.66580  0.38
H33 2.29104 -3.10218 -2.39294  0.37
C17 -2.81362 2.34361 -1.33733  -0.85
O2 -2.02215 1.15348 -1.37435  -0.25
H34 -3.84937 2.12086 -1.60195  0.31
H35 -2.42256 3.10240 -2.01959  0.33
H36 -2.77668 2.73196 -0.32106  0.33
H37 -2.06400 0.80369 -2.27270  0.18

Force components x, y, z for each atom (eV/Å):
Ir 0.883 0.374 0.071
C 0.190 0.028 -0.105
Se -0.458 0.079 -0.325
C -0.074 -0.187 -0.065
C 0.174 -0.033 -0.183
Se 0.043 -0.491 0.441
C 0.147 -0.124 -0.352
H -0.027 0.028 0.024
H -0.024 0.013 -0.033
H -0.085 0.043 0.013
H -0.130 -0.037 -0.008
H 0.092 -0.138 -0.001
H -0.113 -0.017 0.033
H -0.106 -0.151 -0.076
H -0.089 -0.030 0.107
H -0.065 -0.012 0.147
H -0.055 0.014 0.129
C -0.974 0.689 1.194
N -0.223 -0.063 -0.221
C 0.050 -0.266 0.200
N -0.071 -0.520 0.207
C -0.257 -1.083 -0.032
N 0.977 0.203 0.076
C -0.382 0.493 -0.732
P 0.197 -0.447 0.606
C 0.251 0.680 -0.339
C 0.361 0.329 -0.790
H 0.002 -0.098 -0.060
H 0.029 0.024 -0.092
H 0.070 0.078 -0.087
H -0.135 -0.001 0.025
H 0.047 0.098 -0.111
H -0.041 0.071 0.085
H 0.078 -0.024 -0.001
H 0.094 -0.006 0.025
H 0.094 -0.042 -0.008
H -0.041 -0.024 -0.114
H -0.083 0.026 -0.112
H 0.147 0.089 0.064
O -0.096 1.128 0.731
C -0.087 -1.272 -0.253
C -0.021 0.086 0.038
C -0.088 0.205 -0.106
C 0.040 -0.228 -0.216
C 0.183 0.372 0.256
C 0.456 0.233 -0.783
N -0.506 -0.119 0.758
H -0.043 0.016 0.020
H -0.012 -0.083 0.041
H 0.014 -0.102 0.052
H -0.031 0.005 0.002
H -0.014 0.105 -0.032
H -0.022 0.064 0.041
H 0.017 -0.064 -0.075
H 0.006 -0.037 -0.016
H 0.037 -0.141 0.008
H -0.037 0.150 0.064
H -0.215 0.234 0.053
C -0.313 0.411 -0.031
O 0.134 -0.455 -0.255
H 0.085 0.042 0.029
H -0.045 -0.034 0.055
H -0.005 -0.008 -0.002
H 0.074 -0.070 0.024

**LUMO level (spin up / spin down)**: -7.83 / -11.98 eV
**Net charge**: +3
**Gap between HOMO and LUMO (spin up / spin down)**: 0.3134 / 0.2045 Ha
**Expectation value of S²**: 6.019
**2S+1**: 5



ORCA calculation (ωB97M-V with the def2-TZVPD basis set) on a 11-piece molecular cluster, C45H67BN10O overall at a distorted geometry.

Last column: Mulliken charge in e.
Positions of all 124 atoms, in Å:
C1 -34.63176 37.16522 9.10197  -5.60
C2 -33.22485 36.60836 8.89436  3.11
C3 -32.37107 37.44744 7.77681  -1.05
C4 -30.95198 37.34953 7.80964  -0.55
C5 -30.50239 37.75671 9.31252  -0.48
C6 -31.11898 36.86664 10.45151  1.19
N1 -32.53574 36.69033 10.16633  1.15
O1 -33.26096 36.34604 11.27785  -0.30
C7 -30.86642 37.66630 11.77563  -1.76
C8 -30.39487 35.46365 10.43819  -1.72
C9 -33.18162 35.19064 8.52562  -1.60
H1 -34.94543 37.40092 8.31435  2.14
H2 -34.79914 37.98495 9.56469  1.35
H3 -35.40349 36.56264 9.66081  0.32
H4 -32.84845 38.39155 7.76777  0.04
H5 -32.85117 37.10446 6.70273  0.35
H6 -30.40151 37.87508 6.89517  0.12
H7 -30.48315 36.38446 7.45513  0.46
H8 -30.74707 38.83861 9.46805  -0.27
H9 -29.30451 37.74698 9.42844  0.50
H10 -31.34260 37.12593 12.54343  0.70
H11 -31.45395 38.60393 11.84475  0.24
H12 -29.80456 37.95666 11.78951  0.27
H13 -30.84081 34.89859 11.39365  0.32
H14 -29.14833 35.63372 10.59174  0.33
H15 -30.30110 34.90987 9.63870  0.50
H16 -34.20060 34.70889 7.94820  0.31
H17 -33.35293 34.60363 9.46288  0.45
H18 -32.26920 34.77846 8.13610  0.33
B1 -33.56442 41.23722 9.14531  1.54
H19 -32.64195 40.47706 9.63451  -0.33
H20 -32.95987 42.06635 8.25335  -0.51
H21 -34.47359 40.41844 8.68936  -0.28
H22 -34.04044 42.04662 9.92340  -0.79
N2 -39.30831 40.01918 8.46747  -0.14
C10 -38.15662 40.52434 8.10023  -0.41
C11 -37.44230 39.40484 7.35326  -0.37
C12 -38.23328 38.24676 7.51865  -0.29
C13 -39.48205 38.67170 8.20998  -0.85
H23 -40.00300 40.54873 8.93598  0.15
H24 -37.64353 41.53539 8.24413  0.49
H25 -36.34940 39.51654 7.12915  0.45
H26 -38.02048 37.23180 7.32844  0.48
H27 -40.37915 38.13392 8.51022  0.47
N3 -35.91596 47.15002 6.96566  -0.06
C14 -35.49780 47.57161 8.14294  -1.02
C15 -34.93540 46.38419 8.85219  -0.45
C16 -35.26072 45.20929 7.87568  0.05
C17 -36.08351 45.72874 6.74359  -0.91
H28 -36.32951 47.96667 6.34875  0.29
H29 -35.34957 48.57833 8.41800  0.43
H30 -34.21666 46.53956 9.61577  0.71
H31 -35.04456 44.13927 8.06319  0.62
H32 -36.50819 45.17206 5.86266  0.35
N4 -29.38829 40.94586 10.91890  0.35
C18 -28.66474 41.15706 9.74882  -0.52
C19 -27.33729 40.45770 9.76345  -1.01
C20 -27.36383 39.73667 11.14022  -0.28
C21 -28.61709 40.34196 11.86042  -0.87
H33 -30.32909 41.28793 10.97116  0.13
H34 -29.12766 41.65115 8.98332  0.62
H35 -26.54340 40.28760 9.23024  0.61
H36 -26.50260 39.11638 11.65617  0.30
H37 -28.95088 40.09420 12.81951  0.68
N5 -31.36881 44.70556 8.33232  0.28
C22 -30.13817 44.11713 7.85353  -0.28
C23 -29.14576 45.26044 8.05467  -0.57
C24 -29.89252 46.41938 8.66507  -1.10
C25 -31.33388 45.93905 8.79532  0.01
H38 -32.16074 44.03920 8.42229  0.04
H39 -29.88943 43.08995 7.34552  0.31
H40 -28.13299 45.19650 7.85914  0.48
H41 -29.43707 47.37076 8.74384  0.45
H42 -32.26282 46.26952 9.04891  0.29
N6 -36.37385 42.80381 11.36740  0.58
C26 -36.59941 44.08032 10.98117  -0.34
C27 -37.36697 44.77325 12.12790  -0.62
C28 -37.12177 43.80213 13.29489  -0.97
C29 -36.63024 42.47218 12.65928  -0.77
H43 -35.95042 42.14086 10.73622  -0.21
H44 -36.27346 44.56907 9.98688  0.29
H45 -37.59107 45.81294 12.01906  0.44
H46 -37.42604 43.91338 14.27510  0.56
H47 -36.18789 41.71222 13.04612  0.80
N7 -38.16050 38.49669 10.91280  0.06
C30 -38.69400 37.41057 11.61205  -0.21
C31 -37.80200 37.16523 12.79225  -0.80
C32 -36.52632 38.05511 12.44744  -0.72
C33 -36.91983 38.96896 11.38345  -0.15
H48 -38.78725 38.94315 10.16400  0.13
H49 -39.73002 36.80362 11.51501  0.27
H50 -37.64911 36.40977 13.65166  0.28
H51 -35.56086 37.91370 12.79485  0.72
H52 -36.40289 39.72848 10.73348  0.47
N8 -31.49463 40.59416 6.00963  0.42
C34 -30.14166 40.53120 5.82317  -0.14
C35 -29.91127 40.23289 4.38852  -1.08
C36 -31.32272 40.03278 3.70056  -1.04
C37 -32.22916 40.46988 4.81413  -0.29
H53 -31.76970 40.79649 6.92781  0.00
H54 -29.39951 40.73563 6.67410  0.22
H55 -29.08437 39.99740 3.99248  0.62
H56 -31.57035 39.75629 2.89092  0.81
H57 -33.33735 40.73389 4.65444  0.33
N9 -33.90467 44.37816 12.42077  -0.32
C38 -33.18856 44.84419 13.59033  -0.50
C39 -31.76525 44.98346 13.11805  -1.38
C40 -31.72649 44.45452 11.67412  -0.15
C41 -33.17521 44.18603 11.29347  0.12
H58 -34.94857 44.15071 12.34987  0.28
H59 -33.94712 45.05383 14.39028  0.42
H60 -30.98339 45.45962 13.60043  0.62
H61 -30.74633 44.25678 11.04662  0.30
H62 -33.57021 43.90037 10.36525  0.39
N10 -32.69525 41.91045 13.53699  0.43
C42 -33.37012 40.69366 13.41299  -0.15
C43 -32.59684 39.67397 14.28570  -0.28
C44 -31.48717 40.41175 14.90198  -0.91
C45 -31.76993 41.85240 14.51707  -0.34
H63 -33.05300 42.68354 13.00771  0.32
H64 -34.04559 40.57074 12.38766  0.02
H65 -33.07529 38.63372 14.23537  0.37
H66 -30.67048 39.94244 15.42018  0.48
H67 -30.93118 42.69337 14.56849  0.23

Force components x, y, z for each atom (eV/Å):
C 3.457 -8.471 8.469
C 0.592 2.769 -1.239
C -5.430 -2.026 -2.739
C 4.797 0.006 -0.191
C 2.463 0.557 -1.777
C 2.278 1.807 -1.730
N -3.494 -2.835 8.063
O 4.009 2.334 -6.635
C -0.976 0.393 -1.450
C 1.930 2.547 7.425
C -3.733 -4.942 0.360
H -4.817 2.613 -12.370
H 0.572 6.016 3.807
H 1.148 -0.412 -0.870
H 0.379 1.685 0.587
H 1.225 0.154 2.527
H -1.369 0.290 2.293
H -1.046 0.029 1.168
H -0.158 -0.940 -0.031
H -2.739 -0.201 -0.171
H 0.544 -0.978 1.536
H 0.265 -0.224 -0.783
H -0.408 -0.605 0.465
H 1.229 0.857 -2.261
H -3.597 0.102 0.238
H -0.812 -2.725 -4.532
H 2.996 2.089 0.962
H 0.242 0.277 -0.459
H 0.332 0.305 -0.646
B 0.649 -0.249 -1.014
H -0.613 0.692 -0.092
H -0.849 -1.279 0.705
H 0.847 1.005 0.082
H -0.048 -0.532 0.214
N -1.657 -0.843 0.636
C 4.949 -1.600 -3.363
C -0.602 2.145 2.927
C -2.942 2.643 1.772
C 3.069 -0.386 -1.890
H -0.630 0.489 0.343
H -1.663 -1.494 0.040
H -1.389 -0.289 -0.120
H 0.249 -0.776 -0.511
H 0.339 0.286 -0.206
N -4.055 1.607 -4.086
C 3.198 -5.279 2.552
C -2.794 0.549 -5.441
C -1.483 2.805 0.134
C 3.863 0.655 3.829
H 0.817 -2.869 1.265
H -0.118 0.930 -0.052
H 0.132 -0.596 0.886
H -0.130 0.836 -0.208
H 0.617 1.320 1.089
N 2.850 0.382 -1.216
C 3.933 -3.381 1.435
C -8.512 -0.135 8.048
C -2.245 3.532 0.378
C 3.830 -3.124 -3.576
H -0.316 0.205 0.538
H -0.915 1.284 -1.750
H 3.783 -0.208 -3.798
H -2.025 1.597 -1.160
H -0.634 -0.137 1.154
N 1.310 -4.865 -1.691
C 2.266 4.095 0.952
C -6.713 -1.046 1.300
C -2.340 -4.830 -1.616
C 6.520 0.676 -1.374
H 0.481 1.040 -0.129
H -1.325 2.290 1.271
H 1.768 0.037 -0.450
H -0.131 0.799 0.480
H -1.797 1.748 1.047
N 0.543 -0.192 -0.599
C -3.024 2.761 1.821
C 4.752 -5.227 -0.699
C 0.248 -1.905 -6.439
C -3.681 10.229 -0.754
H 0.385 -0.033 -0.117
H -0.868 -1.371 1.763
H -0.273 0.292 0.575
H -0.562 0.178 1.774
H 2.199 -5.005 2.607
N -1.835 0.008 -0.435
C 1.099 -1.102 4.333
C 2.842 1.739 -3.572
C -5.818 0.648 -2.158
C -0.305 -3.035 0.757
H 1.928 -0.880 1.578
H 2.590 2.223 -0.379
H -1.040 1.123 -1.943
H 1.483 0.138 1.098
H -0.427 -0.998 1.058
N 0.586 0.302 -2.592
C 1.014 -0.802 -3.728
C -9.829 0.918 4.638
C 4.679 6.363 17.614
C 1.293 -1.396 -2.379
H -1.599 0.673 1.164
H -1.385 -0.536 -1.542
H 6.234 -1.485 -2.912
H -3.073 -3.353 -11.015
H 1.974 -0.717 0.991
N -0.938 0.213 0.529
C 1.001 -0.096 -3.954
C -5.512 -2.478 -2.996
C -2.228 0.383 1.256
C 5.688 1.310 3.239
H 1.981 0.912 0.804
H 1.786 0.016 -0.375
H 1.338 0.449 1.072
H -2.422 0.745 1.305
H -0.527 -0.480 -0.740
N -1.406 -3.149 1.044
C 1.972 -1.710 -0.548
C -2.135 2.735 -2.761
C -4.119 1.983 -2.456
C 4.666 -1.456 0.067
H 0.453 0.624 0.166
H 1.674 0.109 3.236
H 1.546 1.448 0.627
H -0.008 0.483 0.487
H -2.365 -1.803 0.142

**LUMO level**: -4.17 eV
**Gap between HOMO and LUMO**: 0.1089 Ha



The following energy relative to the best compared isomer or geometry (same formula, charge and spin) values (in kJ/mol) correspond, in order, to the records above: 0.0; 409.4.